H30O15 | ωB97M-V with the def2-TZVPD basis set

Computed properties:
total charge	+1
calculated total energy	-1146.13058	Eh
multiplicity	2
ΔE to the lowest compared entry with this formula, charge and spin	15.9	kcal per mole
HOMO-LUMO gap (spin up / spin down)	0.2957 / 0.0723	Eh

Element x y z (Å)
O -1.938 -0.248 2.929
H -2.063 0.607 3.371
H -0.952 -0.293 2.922
O -1.282 -2.408 2.048
H -0.981 -1.630 1.572
H -2.204 -2.289 2.288
O -0.598 1.796 -3.422
H -0.673 1.755 -2.445
H -1.522 2.053 -3.576
O -1.292 1.419 0.307
H -0.575 0.905 -0.081
H -2.008 0.864 0.626
O -1.042 3.384 -0.983
H -0.765 2.770 -0.131
H -0.944 4.298 -0.647
O -1.030 -2.033 -3.831
H -1.561 -1.307 -3.480
H -1.544 -2.851 -3.858
O 2.438 -2.394 -1.397
H 2.792 -2.354 -2.290
H 1.747 -1.717 -1.465
O 2.309 1.361 1.473
H 2.065 0.694 0.811
H 2.760 2.074 0.995
O 1.114 0.535 3.683
H 0.777 1.073 2.926
H 1.998 0.372 3.320
O -4.464 -0.277 0.743
H -4.641 -1.143 1.135
H -4.188 0.409 1.350
O 3.763 2.463 -0.843
H 3.025 1.853 -0.886
H 4.228 2.058 -0.084
O -2.538 -0.921 -1.117
H -2.884 -1.803 -1.258
H -3.158 -0.566 -0.443
O -0.063 -4.696 2.091
H -0.171 -3.737 2.137
H 0.245 -4.999 1.241
O 1.229 2.503 -1.552
H 1.001 2.097 -2.414
H 1.210 3.397 -1.952
O 3.901 -0.822 0.324
H 4.815 -0.649 0.057
H 3.660 -1.603 -0.196

=====

H30O15Xe | ωB97M-V with the def2-TZVPD basis set

Computed properties:
calculated total energy	-1475.98033	Eh
ΔE to the lowest compared entry with this formula, charge and spin	0.0	kcal per mole
HOMO-LUMO gap	0.3667	Eh

Element x y z (Å)
Xe -0.008 -0.249 -0.382
O 3.473 0.129 0.541
H 4.046 0.719 0.052
H 2.670 0.632 0.675
O -0.553 2.318 2.559
H 0.194 2.686 2.087
H -0.202 1.542 2.996
O -3.729 1.227 0.250
H -3.115 0.582 0.600
H -3.969 0.886 -0.612
O -1.345 -3.450 1.123
H -1.764 -4.210 1.526
H -0.643 -3.213 1.729
O 0.915 0.027 3.449
H 0.571 -0.136 4.327
H 1.661 0.610 3.588
O -0.714 2.324 -3.607
H -0.542 3.175 -4.011
H 0.113 1.849 -3.686
O -2.365 -3.256 -1.757
H -2.071 -3.138 -0.854
H -1.599 -3.604 -2.214
O 0.348 3.742 -1.448
H 0.052 3.200 -2.179
H -0.366 3.696 -0.812
O 1.923 1.360 -3.247
H 2.309 1.182 -4.104
H 1.696 0.497 -2.902
O 1.394 -3.520 -0.941
H 0.826 -3.377 -0.184
H 1.837 -4.348 -0.755
O 2.065 2.627 0.937
H 2.912 3.021 1.145
H 1.806 3.035 0.111
O 0.898 -2.815 2.554
H 1.131 -3.211 3.394
H 1.017 -1.875 2.691
O -3.395 -1.482 1.427
H -2.783 -2.217 1.386
H -3.853 -1.598 2.259
O 1.714 -1.522 -3.098
H 1.520 -1.996 -2.290
H 2.590 -1.819 -3.347
O -1.965 3.601 0.241
H -2.888 3.542 -0.008
H -1.815 2.830 0.788

=====

H30O23S2Zn | ωB97M-V with the def2-TZVPD basis set

Computed properties:
total charge	-2
calculated total energy	-4324.40914	Eh
ΔE to the lowest compared entry with this formula, charge and spin	36.2	kcal per mole
HOMO-LUMO gap	0.1710	Eh

Element x y z (Å)
Zn 2.502 0.265 -1.528
S -0.383 0.015 0.044
O -0.977 -1.167 0.669
O 0.974 -0.316 -0.419
O -1.082 0.461 -1.182
O -0.366 1.156 0.985
S 4.990 -0.255 0.673
O 4.063 0.076 -0.454
O 4.511 -1.519 1.249
O 6.327 -0.455 0.105
O 4.997 0.845 1.645
O -3.116 3.165 0.540
H -2.186 3.311 0.707
H -3.134 2.626 -0.256
O -1.515 1.608 3.305
H -1.144 1.489 2.388
H -1.093 2.405 3.638
O 1.046 0.337 -3.163
H 0.113 0.379 -3.465
H 1.570 0.562 -3.941
O -2.215 -3.130 -0.688
H -2.993 -3.354 -0.168
H -1.832 -2.337 -0.238
O 1.668 1.347 2.834
H 1.427 0.796 3.583
H 1.014 1.133 2.151
O 2.472 2.187 -0.934
H 3.301 2.666 -0.815
H 1.817 2.671 -0.402
O -3.829 0.831 -1.088
H -2.899 1.124 -1.223
H -3.733 -0.091 -0.836
O 2.588 -1.766 -1.996
H 2.566 -2.113 -2.893
H 1.983 -2.345 -1.489
O -2.770 -3.917 2.575
H -3.379 -3.176 2.680
H -2.059 -3.563 2.026
O 0.502 -3.756 -1.157
H -0.422 -3.595 -0.887
H 0.489 -4.627 -1.563
O -1.524 0.270 -3.853
H -1.501 0.509 -2.902
H -1.703 -0.677 -3.852
O -3.031 -0.821 2.428
H -2.135 -0.904 2.041
H -3.624 -0.991 1.690
O -0.691 2.957 -1.884
H -0.085 3.198 -1.163
H -0.823 1.985 -1.759
O 1.067 -2.412 2.090
H 0.730 -2.013 2.897
H 0.585 -1.963 1.378
O 0.986 3.684 0.235
H 1.268 4.309 0.910
H 0.690 2.895 0.728

=====

- What is the calculated total energy in the third record?
  -4324.40914 Eh

=====

- Among the records above, which one has the highest ΔE to the lowest compared entry with this formula, charge and spin?
  H30O23S2Zn

=====

- Among the records above, which one has the highest calculated total energy?
  H30O15